Record 1
This record from the Open Molecules 2025 dataset describes an isolated ion of composition C3H11N2 and charge +1 at a distorted geometry. The level of theory is ωB97M-V with the def2-TZVPD basis set.

The geometry in ORCA input format:
```
! wB97M-V def2-TZVPD RIJCOSX def2/J DEFGRID3
* xyz 1 1
N 1.895 0.853 -0.366
N -0.862 0.437 -0.053
C -0.043 -0.633 -0.710
C 1.367 -0.479 -0.213
C -1.830 -0.027 0.991
H -0.282 1.264 0.230
H -0.200 -0.454 -1.801
H -1.488 -0.724 1.738
H -0.413 -1.581 -0.338
H -2.347 0.840 1.435
H 1.941 -1.324 -0.673
H 2.379 1.205 -1.186
H 2.543 1.092 0.376
H 1.475 -0.834 0.820
H -1.461 0.899 -0.734
H -2.674 -0.537 0.484
*
```

Properties
LUMO level ... -3.2 eV
Kohn-Sham gap ... 10.8 eV
HOMO ... -14.02 eV

Löwdin population analysis, charges in e, atoms 1 to 5: 0.012 -0.017 -0.124 -0.277 -0.003

=====

Record 2
This record from the Open Molecules 2025 dataset describes one molecule with the formula C4H4O at a distorted geometry. The level of theory is ωB97M-V with the def2-TZVPD basis set.

The geometry in ORCA input format:
```
! wB97M-V def2-TZVPD RIJCOSX def2/J DEFGRID3
* xyz 0 3
O 0.565 1.447 1.448
C -0.284 0.053 -0.331
C -0.048 2.491 1.129
C -0.781 1.073 -1.015
C 0.554 0.114 0.966
H -0.485 -1.057 -0.398
H 0.069 -0.647 1.740
H 1.558 -0.292 0.837
H -0.999 1.799 -1.698
*
```

Properties
LUMO level (spin up / spin down) ... 0.8 / -0.4 eV
Kohn-Sham gap (spin up / spin down) ... 7.0 / 9.7 eV
<S²> ... 2.017
HOMO (spin up / spin down) ... -6.22 / -10.16 eV

Löwdin population analysis, charges in e, atoms 1 to 5: -0.187 -0.204 0.076 0.129 -0.205

=====

Record 3
This record from the Open Molecules 2025 dataset describes C2H3I2NO as an isolated structure at a distorted geometry. The level of theory is ωB97M-V with the def2-TZVPD basis set.

The geometry in ORCA input format:
```
! wB97M-V def2-TZVPD RIJCOSX def2/J DEFGRID3
* xyz 0 1
I -1.714 -0.229 -4.727
I 1.955 0.126 -4.956
O -0.940 0.117 -1.396
N 0.099 0.154 -2.234
C -0.504 -0.272 -0.023
C -0.093 0.055 -3.414
H -1.037 0.383 0.630
H -0.769 -1.441 0.197
H 0.529 -0.119 -0.103
*
```

Properties
LUMO level ... -1.6 eV
Kohn-Sham gap ... 7.7 eV
HOMO ... -9.24 eV

Löwdin population analysis, charges in e, atoms 1 to 5: 0.758 0.322 -0.205 -0.129 -0.009

=====

Record 4
This record from the Open Molecules 2025 dataset describes a 2-piece molecular cluster, C10H27BN2O2P overall at a distorted geometry. The level of theory is ωB97M-V with the def2-TZVPD basis set.

The geometry in ORCA input format:
```
! wB97M-V def2-TZVPD RIJCOSX def2/J DEFGRID3
* xyz 1 1
P 1.319 2.851 1.165
O -0.293 -2.563 -0.041
O 2.115 2.854 2.494
N -2.981 -2.157 1.246
N 5.136 3.594 -1.802
C -2.721 -2.647 2.641
C -4.452 -1.860 1.092
C -1.151 -3.664 0.220
C 3.922 3.236 -1.504
C 3.729 2.060 -0.464
C -2.219 -0.869 1.017
C 0.965 0.951 -2.282
C 2.779 4.024 -2.230
C -2.609 -3.220 0.201
C 1.507 0.443 -0.855
B 2.191 1.702 -0.117
H 1.811 4.087 -1.664
H -2.857 -2.785 -0.769
H 2.583 3.628 -3.265
H -4.623 -1.478 0.087
H 4.199 2.392 0.519
H 0.608 -2.833 0.175
H 0.586 0.068 -2.886
H 4.279 1.114 -0.763
H 3.154 5.085 -2.350
H 1.392 4.183 0.610
H -1.653 -2.807 2.771
H -2.704 -0.085 1.599
H -3.064 -1.887 3.344
H -1.200 -0.982 1.371
H -3.270 -3.579 2.790
H 1.805 1.384 -2.903
H 2.352 -0.274 -1.106
H -0.070 2.559 1.330
H 5.795 3.004 -1.268
H 0.088 1.652 -2.188
H -0.883 -4.117 1.179
H -2.255 -0.624 -0.043
H -3.259 -4.077 0.387
H -5.010 -2.782 1.254
H -0.998 -4.414 -0.561
H 0.687 -0.056 -0.264
H -4.732 -1.113 1.834
*
```

Properties
LUMO level ... -2.8 eV
Kohn-Sham gap ... 8.8 eV
HOMO ... -11.63 eV

Löwdin population analysis, charges in e, atoms 1 to 5: 0.724 -0.077 -0.498 -0.355 0.109

=====

Record 5
This record from the Open Molecules 2025 dataset describes C6H25B2O3Pt as an isolated structure at a distorted geometry. The level of theory is ωB97M-V with the def2-TZVPD basis set.

The geometry in ORCA input format:
```
! wB97M-V def2-TZVPD RIJCOSX def2/J DEFGRID3
* xyz -1 3
Pt -11.270 -8.874 8.304
O -14.577 -6.041 6.664
O -15.268 -11.785 8.069
O -9.635 -11.624 4.453
C -17.692 -12.040 7.906
C -15.166 -5.046 5.830
C -16.334 -12.178 7.247
C -14.066 -4.175 5.217
C -8.579 -13.846 3.718
C -9.748 -12.828 3.747
B -8.556 -6.190 7.361
B -11.818 -8.411 12.137
H -15.756 -4.369 6.448
H -7.666 -5.581 7.345
H -17.642 -11.017 8.279
H -11.869 -9.488 12.086
H -12.599 -7.978 11.532
H -8.332 -14.224 4.710
H -9.140 -6.126 6.456
H -18.552 -12.139 7.244
H -17.858 -12.673 8.778
H -15.843 -5.574 5.157
H -9.804 -12.595 2.684
H -8.287 -7.212 7.579
H -14.513 -3.345 4.670
H -16.386 -11.467 6.422
H -15.390 -6.387 7.039
H -7.724 -13.366 3.241
H -8.839 -14.754 3.175
H -15.428 -12.351 8.828
H -16.335 -13.183 6.825
H -10.845 -8.101 11.788
H -12.029 -8.054 13.133
H -10.735 -13.226 3.983
H -9.237 -5.874 8.137
H -13.295 -3.759 5.865
H -13.478 -4.772 4.520
*
```

Properties
LUMO level (spin up / spin down) ... -0.6 / -0.4 eV
Kohn-Sham gap (spin up / spin down) ... 4.7 / 4.9 eV
<S²> ... 2.020
HOMO (spin up / spin down) ... -5.29 / -5.28 eV

Löwdin population analysis, charges in e, atoms 1 to 5: 0.765 -0.083 -0.049 0.015 -0.105